20
Properties=species:S:1:pos:R:3 method="wB97M-V/def2-TZVPD" max_force_ev_per_a=4.0 de_lowest_kj_mol=265.77 charge=+1 e_homo_ev=-13.489 e_tot_ev=-9378.829
C 1.21 0.47 -1.88
C 0.03 -0.56 -1.71
C -0.01 -0.75 -0.20
C 0.41 -1.71 0.72
N 0.31 -1.62 2.13
N -1.15 0.05 0.36
H 1.40 1.04 -1.02
H 2.13 -0.13 -1.92
H 1.21 1.09 -2.83
H 0.43 -1.48 -2.01
H -0.90 -0.30 -2.19
H 1.03 -2.58 0.48
H 1.11 -1.19 2.49
H 0.02 -2.50 2.45
H -2.03 -0.14 -0.09
H -1.08 1.04 0.28
H -1.32 -0.20 1.37
H -0.88 2.91 1.89
H -0.81 3.71 0.67
O -1.13 2.86 0.98